(1)
A single C25H30N4O3 molecule at a distorted geometry, computed with ωB97M-V/def2-TZVPD.

- relative energy (zero: lowest compared OMol25 entry of this formula, charge and spin) (kcal per mole) = 53.1
- orbital gap (Ha) = 0.30795
- SMILES = Cc1nc2c(c(C)nn2-c2ccccc2)c(C)c1CCC(=O)N1CCC2(CC1)OCCO2
- highest occupied orbital energy (hartree) = -0.28611

Each line ends with the natural charge from an NBO analysis.
Element x y z (Å)
O 0.798 2.283 -1.173  -0.63
O -0.582 5.420 3.198  -0.54
O -1.913 3.753 3.932  -0.52
N -0.459 -1.808 -0.469  -0.47
N -0.239 -3.432 -2.246  -0.21
N 0.774 -3.893 -3.009  -0.25
N 0.873 3.214 0.869  -0.45
C 1.614 -0.721 0.120  -0.04
C 2.303 0.301 0.989  -0.43
C -1.532 -3.925 -2.423  0.22
C 3.157 -3.603 -3.351  -0.64
C -1.749 -4.922 -3.371  -0.25
C -0.275 4.050 0.577  -0.23
C -2.594 -3.436 -1.669  -0.27
C 1.353 2.385 -0.095  0.69
C -4.083 -4.942 -2.810  -0.24
C 2.336 -1.445 -0.825  0.07
C -3.862 -3.949 -1.869  -0.18
C 1.880 -3.286 -2.660  0.19
C -0.887 4.051 3.010  0.55
C 1.616 -2.361 -1.605  -0.19
C -0.860 5.749 4.540  -0.10
C -0.611 -0.188 1.245  -0.64
C 1.413 3.450 2.186  -0.22
C 3.808 -1.292 -1.057  -0.65
C -1.397 3.824 1.586  -0.44
C 2.612 1.593 0.211  -0.49
C -1.748 4.595 5.051  -0.10
C 0.355 3.171 3.256  -0.46
C -3.022 -5.424 -3.559  -0.20
C 0.223 -0.939 0.252  0.26
C 0.225 -2.492 -1.376  0.36
H 2.286 2.828 2.371  0.21
H 0.033 5.101 0.619  0.20
H 3.622 -2.697 -3.736  0.22
H -0.610 3.807 -0.433  0.26
H -1.372 6.714 4.551  0.19
H 3.244 -0.114 1.362  0.22
H 0.069 5.829 5.119  0.17
H 1.689 0.534 1.857  0.22
H 0.037 2.129 3.228  0.22
H 3.976 -0.698 -1.956  0.23
H -5.076 -5.337 -2.960  0.21
H 3.335 2.203 0.753  0.21
H 4.313 -0.804 -0.230  0.22
H 2.950 -4.279 -4.176  0.24
H -1.644 -0.508 1.141  0.24
H -2.213 4.519 1.392  0.23
H 1.708 4.505 2.260  0.20
H -4.687 -3.569 -1.284  0.21
H -1.268 4.053 5.875  0.17
H -0.551 0.881 1.052  0.22
H 3.045 1.332 -0.755  0.24
H 4.261 -2.267 -1.214  0.23
H -0.286 -0.388 2.266  0.21
H -3.187 -6.197 -4.295  0.21
H -2.413 -2.663 -0.941  0.26
H 3.856 -4.088 -2.670  0.22
H 0.768 3.384 4.243  0.21
H -2.738 4.929 5.369  0.19
H -0.912 -5.284 -3.945  0.24
H -1.784 2.807 1.525  0.22

Forces on atoms 1 to 2 (eV/Å):
O -0.0877 -0.2098 -0.3352
O 0.0152 -0.0944 -0.3981

---

(2)
2 unconnected molecules or ions with the total composition C14H11BrNO3S at a distorted geometry, computed with ωB97M-V/def2-TZVPD.

- orbital gap (Ha) = 0.20775
- highest occupied orbital energy (hartree) = -0.11360
- net charge = -1

Each line ends with the natural charge from an NBO analysis.
Element x y z (Å)
Br -2.669 -1.573 -1.396  -0.07
S -1.770 -4.276 -0.320  2.14
O -1.960 -4.675 -1.692  -0.99
O -2.840 0.951 0.393  -0.46
O -2.105 -5.195 0.739  -1.00
N -0.698 2.001 0.092  -0.58
C 0.640 -4.152 1.073  -0.23
C -2.478 -2.732 0.092  -1.01
C 0.793 5.960 -0.034  -0.24
C -0.305 3.360 0.091  0.17
C 1.583 4.864 0.342  -0.20
C -1.788 1.461 0.222  0.91
C -0.562 5.743 -0.327  -0.20
C 2.529 -2.883 0.257  -0.24
C -0.017 -3.920 -0.141  -0.20
C 0.604 -3.209 -1.166  -0.23
C 1.034 3.600 0.410  -0.23
C -1.120 4.452 -0.254  -0.25
C 1.918 -3.612 1.283  -0.23
C 1.884 -2.676 -0.969  -0.22
H 1.234 6.963 -0.093  0.21
H 2.368 -2.110 -1.774  0.20
H -2.173 4.270 -0.474  0.22
H 2.427 -3.765 2.244  0.20
H 0.082 -3.098 -2.118  0.24
H 0.149 -4.759 1.835  0.23
H -3.424 -2.893 0.613  0.21
H 3.526 -2.479 0.407  0.20
H 2.635 5.008 0.574  0.21
H -1.141 6.629 -0.614  0.21
H 1.644 2.745 0.704  0.23

Forces on atoms 1 to 2 (eV/Å):
Br -0.0941 0.2288 -0.7919
S -0.7096 2.1353 0.5125